1.
78
Properties=species:S:1:pos:R:3:mulliken_charge:R:1 method="wB97M-V/def2-TZVPD" lumo_ev=3.66 relative_energy_kj_mol=0.0 orbital_gap_ev=4.77 homo_energy_ev=-1.11 charge=-2 fmax_ev_per_a=3.16
Rb 2.079 -0.180 -0.041 0.66
I 2.813 -3.366 1.723 -0.10
C 2.196 -4.503 -0.049 -0.31
C 2.435 -5.860 0.140 -0.69
C 2.122 -6.772 -0.882 -0.46
C 1.556 -6.393 -2.068 -0.76
C 1.392 -5.040 -2.294 1.09
C 0.883 -4.652 -3.521 -0.93
C 0.764 -3.350 -3.823 -0.38
C 0.975 -2.348 -2.892 -0.10
C 1.425 -2.666 -1.656 -0.22
C 1.632 -4.007 -1.265 0.31
H 2.833 -6.163 1.077 0.38
H 2.232 -7.868 -0.732 0.25
H 1.248 -7.146 -2.767 0.34
H 0.712 -5.464 -4.253 0.21
H 0.579 -3.079 -4.857 0.33
H 0.809 -1.270 -3.120 0.05
Br 4.411 2.119 0.378 -0.28
C 4.519 2.866 -1.391 0.24
C 5.542 3.735 -1.659 -0.55
C 5.704 4.268 -2.963 -0.44
C 4.804 3.959 -3.939 -0.67
C 3.740 3.133 -3.655 1.14
C 2.792 2.789 -4.668 -1.00
C 1.730 1.950 -4.397 -0.72
C 1.465 1.518 -3.072 -0.21
C 2.470 1.694 -2.129 -0.83
C 3.555 2.543 -2.371 0.71
H 6.222 3.962 -0.825 0.28
H 6.598 4.858 -3.163 0.32
H 4.841 4.489 -4.891 0.28
H 2.924 3.110 -5.689 0.27
H 0.993 1.749 -5.171 0.34
H 0.534 0.983 -2.838 0.22
C 2.197 0.283 4.066 -0.65
N 1.713 0.375 5.472 -0.04
C 1.118 1.699 5.613 -0.66
N 0.012 1.915 4.658 -0.02
C 0.491 1.706 3.281 -0.62
N 1.100 0.400 3.065 0.43
C 0.061 -0.610 3.345 0.22
N -0.466 -0.520 4.691 0.07
C 0.667 -0.692 5.616 -0.69
C -0.962 0.847 4.914 -0.47
H 2.616 -0.727 3.946 0.24
H 2.970 1.057 3.878 0.31
H 1.866 2.524 5.409 0.33
H 0.763 1.772 6.641 0.36
H 1.261 2.478 3.133 0.27
H -0.328 1.862 2.600 0.16
H 0.472 -1.629 3.237 0.27
H -0.719 -0.407 2.630 -0.53
H 1.109 -1.684 5.504 0.37
H 0.321 -0.630 6.649 0.34
H -1.225 0.997 6.016 0.36
H -1.842 1.052 4.259 0.06
C -7.900 0.217 -1.313 -1.37
C -6.435 0.606 -1.006 0.41
C -5.874 0.432 0.293 -0.88
C -4.477 0.565 0.587 0.88
C -3.899 0.269 1.940 -1.30
C -3.677 0.978 -0.512 -0.31
Te -1.523 1.050 -0.185 -0.07
C -4.230 1.432 -1.715 0.89
C -3.356 2.132 -2.751 -1.56
C -5.587 1.173 -1.972 -0.74
H -8.148 -0.788 -0.927 0.32
H -8.036 0.215 -2.390 0.35
H -8.594 1.005 -0.907 0.26
H -6.501 0.034 1.095 0.25
H -4.651 -0.204 2.535 0.37
H -3.485 1.156 2.455 0.29
H -3.023 -0.392 1.772 0.14
H -2.606 1.496 -3.207 0.27
H -2.724 2.922 -2.276 0.33
H -4.046 2.558 -3.475 0.37
H -5.953 1.481 -2.940 0.25


2.
76
Properties=species:S:1:pos:R:3:lowdin_spin:R:1 method="wB97M-V/def2-TZVPD" s_squared=1.023 lumo_ev="-3.72 / -4.69" orbital_gap_ev="6.59 / 6.27" spin_multiplicity=2 homo_energy_ev="-10.30 / -10.96" charge=+1 fmax_ev_per_a=2.58
Co 1.440 0.127 -1.295 0.43
O 2.651 -1.373 -2.006 0.06
C 3.074 -0.779 -1.062 0.04
C 3.994 -0.697 0.067 0.01
C 5.298 -1.163 0.079 0.00
C 6.109 -0.844 1.157 0.00
C 5.607 -0.077 2.197 0.00
C 4.280 0.354 2.197 0.00
C 3.476 0.043 1.122 0.01
P 1.658 0.295 0.915 -0.01
C 1.066 -1.202 1.755 0.00
C 0.835 -2.353 1.005 0.01
C 0.497 -3.542 1.634 0.00
C 0.372 -3.585 3.016 0.00
C 0.626 -2.448 3.773 0.00
C 0.987 -1.263 3.148 0.00
C 1.166 1.732 1.877 -0.01
C 1.927 2.895 1.740 0.00
C 1.543 4.056 2.397 0.00
C 0.394 4.061 3.180 0.00
C -0.379 2.914 3.291 0.00
C -0.003 1.749 2.634 0.00
H 5.672 -1.752 -0.750 0.00
H 7.137 -1.185 1.185 0.00
H 6.255 0.180 3.027 0.00
H 3.886 0.937 3.021 0.00
H 0.919 -2.337 -0.077 0.00
H 0.326 -4.435 1.044 0.00
H 0.077 -4.506 3.505 0.00
H 0.561 -2.486 4.854 0.00
H 1.217 -0.389 3.748 0.00
H 2.817 2.894 1.119 0.00
H 2.136 4.957 2.295 0.00
H 0.097 4.966 3.698 0.00
H -1.281 2.923 3.890 0.00
H -0.621 0.862 2.707 0.00
Cl 0.968 1.904 -3.458 -0.04
C 2.163 1.716 -2.188 -0.06
H 2.223 2.603 -1.568 0.00
H 3.118 1.484 -2.650 0.00
C -0.709 -3.291 -3.217 0.01
Ge -1.656 -1.595 -3.391 0.11
C -3.573 -1.852 -3.264 0.04
C -1.009 -0.668 -4.970 0.02
Ge -0.977 -0.110 -1.448 0.25
C -2.081 -0.848 0.011 0.02
C -2.601 0.001 1.001 0.02
C -3.327 -0.507 2.075 0.00
C -3.551 -1.875 2.180 0.02
C -3.052 -2.731 1.205 0.00
C -2.321 -2.219 0.139 0.02
C -1.814 1.654 -1.650 0.04
C -2.868 1.884 -2.530 0.01
C -3.496 3.127 -2.577 0.00
C -3.076 4.156 -1.744 0.00
C -2.014 3.948 -0.872 0.00
C -1.383 2.709 -0.833 0.01
H -0.718 -3.797 -4.187 0.00
H -1.185 -3.947 -2.487 0.00
H 0.330 -3.123 -2.929 0.00
H -3.848 -2.670 -3.938 0.01
H -4.123 -0.955 -3.548 0.00
H -3.840 -2.123 -2.244 0.00
H -1.218 -1.265 -5.862 0.00
H 0.067 -0.539 -4.873 0.00
H -1.474 0.312 -5.078 0.00
H -2.451 1.073 0.928 0.00
H -3.726 0.168 2.826 0.00
H -4.119 -2.273 3.014 0.00
H -3.227 -3.799 1.278 0.00
H -1.936 -2.907 -0.610 0.00
H -3.214 1.092 -3.188 0.00
H -4.316 3.291 -3.268 0.00
H -3.567 5.121 -1.785 0.00
H -1.673 4.752 -0.228 0.00
H -0.544 2.565 -0.157 0.00


3.
82
Properties=species:S:1:pos:R:3:mulliken_charge:R:1 method="wB97M-V/def2-TZVPD" lumo_ev="-4.82 / -4.85" relative_energy_kj_mol=270.7 orbital_gap_ev="4.55 / 4.52" homo_energy_ev="-9.37 / -9.37" charge=+1 fmax_ev_per_a=3.33
Co -1.571 1.044 2.037 0.25
O -1.094 -4.208 3.390 -0.65
C -1.776 -4.214 2.239 0.62
C -2.114 -5.461 1.711 -0.67
C -2.803 -5.561 0.523 -0.32
C -3.163 -4.415 -0.189 -1.13
C -2.846 -3.180 0.319 -0.61
C -2.163 -3.049 1.539 0.29
C -1.896 -1.701 2.024 0.58
O -2.320 -0.685 1.380 -0.02
N -1.211 -1.557 3.168 -0.97
N -1.021 -0.277 3.433 0.63
C -0.332 0.176 4.414 0.01
C -0.184 1.613 4.451 0.55
C 0.728 2.259 5.273 -1.01
C 0.858 3.634 5.184 -0.29
C 0.042 4.329 4.302 -0.94
C -0.850 3.616 3.522 0.11
N -0.958 2.290 3.580 0.19
H -0.941 -3.280 3.660 0.57
H -1.817 -6.339 2.268 0.46
H -3.064 -6.539 0.139 0.40
H -3.689 -4.500 -1.130 0.46
H -3.110 -2.276 -0.214 0.47
H 0.143 -0.474 5.139 0.47
H 1.334 1.670 5.948 0.44
H 1.587 4.159 5.785 0.46
H 0.095 5.403 4.208 0.44
H -1.512 4.116 2.827 0.41
C 8.183 -1.100 -1.451 -1.11
C 7.511 -0.028 -0.655 0.80
O 7.311 1.098 -0.992 -0.48
S 6.986 -0.650 1.003 -0.22
C 5.314 -0.059 1.093 0.16
C 4.364 -0.988 1.525 -0.70
C 3.026 -0.654 1.537 -0.61
C 2.614 0.618 1.118 -0.11
C 3.575 1.556 0.733 -0.45
C 4.919 1.226 0.733 -0.47
C 1.228 0.931 1.151 0.26
C 0.042 1.200 1.156 0.11
H 8.499 -0.709 -2.416 0.33
H 7.480 -1.920 -1.593 0.30
H 9.039 -1.494 -0.901 0.33
H 4.689 -1.975 1.827 0.41
H 2.277 -1.370 1.850 0.55
H 3.253 2.544 0.433 0.50
H 5.652 1.962 0.445 0.51
C -0.711 1.531 -4.168 -0.90
N -0.511 0.108 -4.286 0.41
C -0.645 -0.799 -3.289 -0.08
Se -1.165 -0.522 -1.557 -0.71
N -0.306 -2.004 -3.806 0.04
C 0.056 -1.883 -5.140 0.27
C 0.492 -2.799 -6.081 -0.86
C 0.785 -2.311 -7.345 -0.45
C 0.627 -0.961 -7.659 -0.65
C 0.187 -0.045 -6.717 -0.58
C -0.081 -0.529 -5.447 0.75
H -0.887 1.771 -3.123 0.14
H -1.566 1.850 -4.765 0.33
H 0.180 2.056 -4.515 0.37
H -0.332 -2.854 -3.272 0.19
H 0.594 -3.849 -5.840 0.41
H 1.142 -2.992 -8.106 0.39
H 0.847 -0.624 -8.663 0.39
H 0.053 1.001 -6.959 0.41
C -5.662 2.235 2.057 -1.37
C -4.559 1.309 1.579 -0.26
O -3.339 2.037 1.320 -0.40
C -3.306 2.630 0.006 -0.29
C -2.156 3.609 -0.082 -1.17
H -6.559 1.653 2.260 0.42
H -5.910 2.989 1.310 0.35
H -5.354 2.741 2.972 0.32
H -4.842 0.764 0.676 0.38
H -4.328 0.577 2.353 0.31
H -4.252 3.145 -0.169 0.45
H -3.193 1.833 -0.736 0.23
H -2.304 4.445 0.604 0.29
H -2.092 3.999 -1.096 0.43
H -1.215 3.108 0.157 0.15